54
Properties=species:S:1:pos:R:3 method="wB97M-V/def2-TZVPD" lumo_energy_ev=0.00 smiles="CCCCN1CCC[C@@H]1CNC(=O)c1cc(C#N)c2ccccc2c1OC" orbital_gap_ev=8.288 total_charge=0
C -1.91658 -3.67018 -1.68482
C -1.53226 -2.50512 -0.78071
C -2.49741 -2.31982 0.39115
H -2.69935 -3.28972 0.84914
H -2.03052 -1.69140 1.15264
C -3.82435 -1.68396 -0.02703
N -3.63098 -0.30900 -0.47225
C -4.66560 0.16837 -1.37615
C -5.81053 0.67632 -0.48589
H -6.47662 -0.14884 -0.23213
H -6.39687 1.44931 -0.97771
C -5.08288 1.19268 0.76200
H -5.07977 2.28096 0.79957
H -5.54854 0.82694 1.67555
C -3.63398 0.65735 0.62546
C -2.65775 1.79718 0.30732
N -1.33094 1.28144 0.07394
C -0.23816 1.75325 0.70842
O -0.26775 2.70002 1.47265
C 1.00548 0.96202 0.41806
C 2.17564 1.45262 -0.14411
C 3.31801 0.58965 -0.25815
C 4.52858 1.06130 -0.80333
C 5.61777 0.23910 -0.90830
C 5.54551 -1.09116 -0.47643
C 4.38312 -1.57896 0.05619
C 3.24998 -0.75328 0.17794
C 2.02677 -1.22609 0.73109
C 0.95315 -0.37502 0.84528
H 0.03951 -0.73466 1.29596
C 1.89825 -2.56285 1.15786
N 1.76426 -3.65167 1.49642
H 4.31569 -2.60275 0.39497
H 6.41190 -1.72948 -0.56446
H 6.54065 0.61379 -1.32516
H 4.57862 2.08689 -1.13195
O 2.38227 2.67516 -0.66564
C 1.36292 3.64629 -0.72733
H 1.07564 3.99612 0.26647
H 1.78743 4.46980 -1.30093
H 0.47712 3.26203 -1.24165
H -1.28533 0.44860 -0.49478
H -3.00029 2.34207 -0.57931
H -2.59319 2.49412 1.14606
H -3.29694 0.16888 1.54338
H -4.25149 0.99411 -1.96225
H -4.97565 -0.61466 -2.06689
H -4.53603 -1.74812 0.81039
H -4.24140 -2.25496 -0.85788
H -1.50791 -1.58469 -1.36923
H -0.52917 -2.68799 -0.38955
H -1.18896 -3.78020 -2.48547
H -1.94134 -4.59726 -1.11676
H -2.89385 -3.51475 -2.13507

46
Properties=species:S:1:pos:R:3 method="wB97M-V/def2-TZVPD" lumo_energy_ev="-4.39 / -4.84" s2=8.764 orbital_gap_ev="6.813 / 6.477" spin_multiplicity=6 total_charge=+1
Fe 0.80012 0.64574 -0.50458
O 4.47597 1.27657 0.69226
C 3.29565 1.07920 0.59014
O 2.66858 0.87134 -0.55677
C 2.41878 0.93000 1.80795
C 2.92013 1.10449 3.08307
C 2.06750 0.91823 4.15612
C 0.74990 0.54968 3.92025
C 0.32607 0.39444 2.61555
N 1.14537 0.58901 1.57617
H 3.95960 1.37733 3.19898
H 2.42410 1.05063 5.16899
H 0.05857 0.38282 4.73408
H -0.68861 0.09217 2.38934
F 0.60978 3.24533 -0.32540
C 0.71668 2.41943 -1.42058
F -0.35219 2.66513 -2.21340
H 1.62658 2.66900 -1.96724
C 0.42480 -3.67278 -1.26045
Sb 1.50921 -1.89018 -0.93690
C 3.01182 -2.57069 0.37078
C 2.61821 -1.80566 -2.73589
H 1.11834 -4.42832 -1.62672
H -0.35931 -3.51635 -1.99924
H -0.02602 -4.01083 -0.32910
H 3.37454 -3.52720 -0.00123
H 2.61907 -2.69466 1.37815
H 3.82807 -1.84977 0.38249
H 3.03497 -2.78649 -2.95962
H 3.41875 -1.08108 -2.59726
H 1.98401 -1.48853 -3.56203
N -6.13572 1.59367 -0.22440
C -5.36216 0.86509 -1.05921
S -6.18265 0.02813 -2.34437
C -3.96345 0.77472 -0.90939
C -3.17538 -0.06576 -1.73684
C -1.82635 -0.13354 -1.55478
N -1.16934 0.56239 -0.59641
C -1.89964 1.40117 0.17066
C -3.25544 1.53108 0.06238
H -7.12559 1.69275 -0.36403
H -5.75489 1.99108 0.61499
H -3.61480 -0.67164 -2.51845
H -1.22519 -0.77122 -2.18915
H -1.35088 2.01209 0.87496
H -3.73755 2.25195 0.70612

51
Properties=species:S:1:pos:R:3 method="wB97M-V/def2-TZVPD" lumo_energy_ev=2.86 orbital_gap_ev=2.284 total_charge=-2
C 3.09514 -4.68018 -1.09367
Si 3.78681 -2.93232 -0.83994
C 4.98222 -3.04712 0.64044
C 4.60182 -2.24964 -2.40383
C 2.40254 -1.75176 -0.30924
C 2.63932 -0.54198 0.33220
C 1.62100 0.29126 0.74528
C 0.32266 -0.08710 0.49833
C 0.07686 -1.27989 -0.15639
C 1.08412 -2.11810 -0.57622
C -1.38026 -1.63551 -0.39363
O -1.78999 -2.08333 -1.44562
C -2.28089 -1.33209 0.80038
C -3.29054 -2.17781 1.24716
P -3.53002 -3.77726 0.38019
O -4.46965 -3.61917 -0.75249
C -4.05838 -1.79562 2.33416
C -3.83102 -0.59479 2.96570
C -2.81310 0.22408 2.52944
C -2.03686 -0.12824 1.45187
C -0.88164 0.73033 0.94516
O -0.92842 1.94089 0.88614
H 2.94674 -5.20701 -0.14240
H 2.14125 -4.65408 -1.63374
H 3.83698 -5.25130 -1.67163
H 5.54851 -3.98180 0.51488
H 4.42535 -3.12391 1.58054
H 5.63364 -2.16581 0.63204
H 3.89949 -1.53132 -2.84836
H 4.82475 -3.04245 -3.12772
H 5.49982 -1.67601 -2.14278
H 3.68759 -0.30812 0.52063
H 1.85231 1.22523 1.25200
H 0.79709 -3.02829 -1.09628
H -2.25884 -4.17635 -0.10761
H -3.92062 -4.75130 1.33244
H -4.85431 -2.45092 2.68682
H -4.44786 -0.29780 3.80949
H -2.60485 1.16687 3.03271
C -1.96467 7.61508 -1.41124
C -2.02357 6.56576 -2.32336
C -1.77023 5.16766 -1.70520
O -1.86035 4.12152 -2.36731
C -1.41230 5.09725 -0.31631
C -1.33907 6.14693 0.59156
C -1.69676 7.53251 -0.00210
O -1.75188 8.55890 0.69455
O -1.02544 6.07867 1.80524
O -2.25868 6.64267 -3.55171
H -2.14191 8.62894 -1.76282
H -1.18502 4.09380 0.02388

20
Properties=species:S:1:pos:R:3 method="wB97M-V/def2-TZVPD" lumo_energy_ev=0.37 smiles="C[C@@H](N)CNC=O.O" orbital_gap_ev=9.407 total_charge=0
C -0.52036 -0.63752 -0.37197
N -0.15368 -0.42646 1.01215
C -1.04135 0.18727 1.83475
O -2.10934 0.63918 1.47708
C -0.43623 0.62898 -1.24697
C 1.03509 1.12296 -1.27047
N -0.90125 0.21459 -2.56863
H -1.53093 -1.00035 -0.46033
H 0.15276 -1.37626 -0.79990
H 0.60246 -0.90930 1.42227
H -0.70246 0.28724 2.87470
H -1.08488 1.38097 -0.80471
H 1.53991 0.64547 -2.10599
H 1.19823 2.19778 -1.34839
H 1.55062 0.78905 -0.36440
H -0.14598 -0.11046 -3.15051
H -1.43322 0.92380 -3.04817
H 3.82876 -1.15936 1.05734
H 2.72435 -1.02736 2.03064
O 2.93125 -1.48349 1.19596

9
Properties=species:S:1:pos:R:3 method="wB97M-V/def2-TZVPD" lumo_energy_ev=-1.05 orbital_gap_ev=8.791 total_charge=0
N 1.07386 -0.65791 0.88324
N -1.32692 0.42147 0.41159
O -0.63975 -1.64617 -1.08018
P -0.14054 -0.52288 -0.23981
Cl 1.42413 1.27631 -1.85942
H 1.88644 -0.85340 0.28240
H 1.16714 0.38408 1.27757
H -1.27985 1.42833 0.37363
H -2.16450 0.17017 -0.04902

16
Properties=species:S:1:pos:R:3 method="wB97M-V/def2-TZVPD" lumo_energy_ev=-0.11 orbital_gap_ev=11.262 total_charge=0
C -0.45791 1.29547 0.01794
C -1.73633 0.48964 -0.27498
C -0.70052 2.83847 0.23969
N 1.59215 -2.10646 0.00738
N 0.69847 0.90887 -0.13544
F -1.42959 -0.78615 -0.87870
F -2.14986 0.14940 0.98572
F -2.80372 0.96870 -0.91255
F -1.23441 3.36593 -0.83372
F 0.47296 3.40852 0.42972
F -1.42562 3.18895 1.27610
F 3.41403 -4.05110 -0.22107
F 1.37690 -4.53242 0.86914
S 2.28522 -3.16148 0.71670
H 1.10338 -1.98135 -0.96189
H 0.99483 0.00502 -0.32404

136
Properties=species:S:1:pos:R:3 method="wB97M-V/def2-TZVPD" lumo_energy_ev=-0.09 orbital_gap_ev=8.767 total_charge=0
C -2.90186 4.16661 4.12098
C -1.78688 4.01168 3.03700
O -0.60143 3.84602 3.84189
C -0.87603 3.97526 5.12844
O -0.11227 3.86393 6.11897
O -2.14727 4.19852 5.31012
H -3.59414 3.32535 4.15473
H -3.45310 5.08707 3.92867
H -1.92805 4.88338 2.39802
H -2.08984 3.09943 2.52309
C 4.89900 -5.64987 -2.07998
C 5.23495 -6.11591 -0.67544
O 3.90558 -6.55382 -0.26782
C 3.35473 -7.14452 -1.25810
O 2.40610 -7.90723 -1.19257
O 3.99182 -6.64242 -2.38895
H 5.82142 -5.88699 -2.61008
H 4.65421 -4.59217 -2.17708
H 5.43837 -5.18775 -0.14137
H 5.94828 -6.94005 -0.66616
C -4.72592 -1.58319 -1.19560
C -4.96762 -2.25810 -2.47809
O -4.43643 -1.37322 -3.45335
C -3.52507 -0.63493 -2.89903
O -2.63978 0.08487 -3.30182
O -3.63547 -0.81151 -1.53373
H -4.29795 -2.26685 -0.46243
H -5.66852 -1.12340 -0.89863
H -5.99174 -2.59793 -2.63228
H -4.36844 -3.15946 -2.34917
C 5.34990 -0.76264 1.65204
C 5.71123 -0.23857 0.31550
O 6.52436 0.82908 0.63758
C 6.34602 1.18239 1.85075
O 6.74501 2.22595 2.38947
O 5.54474 0.38582 2.40054
H 5.90334 -1.68448 1.83093
H 4.31957 -1.10504 1.55563
H 4.83781 0.02469 -0.28111
H 6.28014 -0.96869 -0.26015
C 4.16527 -2.49564 6.04300
C 4.33553 -1.10301 5.61229
O 3.03891 -0.67063 5.59632
C 2.22922 -1.58445 5.54222
O 1.03637 -1.48903 5.28108
O 2.86663 -2.76087 5.65967
H 4.35111 -2.66283 7.10395
H 4.78825 -3.24225 5.55049
H 4.66283 -0.96591 4.58167
H 4.84143 -0.44818 6.32176
C -5.28645 2.70960 -6.25749
C -4.70050 2.15905 -4.94088
O -5.70249 1.79049 -4.06528
C -6.86132 1.93259 -4.64103
O -7.90510 1.73668 -4.05788
O -6.67660 2.44198 -5.93262
H -5.12190 1.98366 -7.05374
H -5.00906 3.74325 -6.46420
H -3.93815 2.84589 -4.57321
H -4.13704 1.29306 -5.28826
C 0.14498 2.68626 -3.94119
C 1.26579 2.10195 -4.87429
C 2.77383 2.23600 -4.46991
C 3.40338 1.12927 -3.66982
N 3.72385 0.21596 -3.01486
H -0.11999 3.72669 -4.12931
H 0.51494 2.68946 -2.91590
H -0.73253 2.03971 -3.94782
H 1.16470 2.68917 -5.78701
H 0.97574 1.06508 -5.04423
H 2.77978 3.17922 -3.92365
H 3.52412 2.37315 -5.24860
C 3.24349 3.77603 0.16031
C 1.98571 4.53126 0.65767
C 1.11613 5.34072 -0.29356
C 2.04527 6.29256 -0.97647
N 2.71466 7.07964 -1.49142
H 3.77974 3.34198 1.00420
H 3.92446 4.19908 -0.57821
H 2.94028 2.93273 -0.46018
H 2.25593 5.22972 1.44965
H 1.27184 3.86408 1.14075
H 0.30356 5.90013 0.16999
H 0.62643 4.64565 -0.97559
C -0.31599 0.74094 0.46935
C -0.51555 -0.10429 -0.78381
C 0.81035 -0.54190 -1.35464
C 1.56952 -1.52002 -0.52062
N 2.17641 -2.25096 0.09853
H 0.08744 1.75220 0.41748
H 0.41207 0.32436 1.16542
H -1.26823 0.87901 0.98146
H -0.97914 0.59135 -1.48329
H -1.10139 -1.00611 -0.60603
H 1.40665 0.31745 -1.66132
H 0.74680 -1.16364 -2.24767
C -1.54269 0.30545 5.14514
S -3.30970 0.52223 4.61774
O -3.25273 0.94119 3.15597
C -3.88028 -1.26249 4.63845
H -1.24725 -0.36647 4.33933
H -1.43755 -0.35636 6.00482
H -0.86760 1.16115 5.15623
H -4.45370 -1.37029 5.55913
H -3.07378 -1.99088 4.55426
H -4.54131 -1.46270 3.79520
C 0.62083 -4.96292 -2.21921
S -1.17940 -4.30668 -2.22927
O -1.80184 -4.43981 -3.59463
C -2.08197 -5.55234 -1.21004
H 1.23045 -4.88979 -3.11982
H 0.71412 -5.93894 -1.74298
H 1.12704 -4.19267 -1.63735
H -3.14543 -5.31903 -1.15782
H -1.55835 -5.82317 -0.29321
H -2.12559 -6.47554 -1.78787
C -2.69709 5.74371 -2.10911
S -1.96790 4.41135 -1.12897
O -2.41794 4.62357 0.28487
C -3.13050 3.06376 -1.64982
H -1.98054 6.56456 -2.13856
H -3.66296 5.97902 -1.66210
H -2.70455 5.22091 -3.06553
H -3.00527 2.24874 -0.93697
H -2.72922 2.53301 -2.51316
H -4.20691 3.22847 -1.60162
C -1.23305 -2.44645 2.27869
S -0.84827 -3.93023 3.26120
O -1.90611 -5.02121 2.88137
C 0.65722 -4.52625 2.35039
H -1.08911 -2.71604 1.23241
H -0.86808 -1.45090 2.53121
H -2.31333 -2.34109 2.37881
H 1.42070 -3.76943 2.53045
H 0.51144 -4.55191 1.27048
H 0.87746 -5.58218 2.50719

18
Properties=species:S:1:pos:R:3 method="wB97M-V/def2-TZVPD" lumo_energy_ev="-5.45 / -6.52" s2=2.007 orbital_gap_ev="5.368 / 6.933" spin_multiplicity=3 total_charge=+1
C 0.56265 -0.80160 -0.84276
C 1.06452 0.51711 1.22962
C -1.41733 -0.22147 0.51346
C 0.05467 -0.15335 0.37677
N -2.11486 0.41264 1.50185
O 0.28001 2.18251 -1.05746
I 2.12965 2.42339 -1.66543
H 1.10681 -1.60290 -0.44522
H 1.38133 -0.18819 -1.33744
H -0.24076 -1.03966 -1.46488
H 0.94711 1.63503 1.11969
H 0.93971 0.35597 2.30751
H 2.09058 0.49987 0.79033
H -1.57280 -1.40983 0.37070
H -1.90239 0.06933 -0.51012
H -0.21611 2.99089 -0.94421
H -1.65336 0.55446 2.37724
H -2.98903 0.01395 1.68324

56
Properties=species:S:1:pos:R:3 method="wB97M-V/def2-TZVPD" lumo_energy_ev="-0.63 / -0.65" s2=8.762 orbital_gap_ev="6.280 / 6.718" spin_multiplicity=6 total_charge=0
P -0.16494 -1.86155 -2.11999
P 0.16821 1.69460 -2.25122
C -0.41362 -0.74882 -3.60855
C 0.40320 0.55202 -3.65563
H -1.50510 -0.57825 -3.66188
H -0.11504 -1.39136 -4.44724
H 1.49197 0.37895 -3.76677
H 0.03675 1.17025 -4.48505
C -1.53110 2.34614 -2.36935
H -1.72765 2.95964 -1.47547
H -2.25793 1.51898 -2.38922
H -1.60987 2.94010 -3.28513
C 1.33552 3.06677 -2.34042
H 1.00879 3.66518 -3.20476
H 2.35517 2.66959 -2.48564
H 1.27592 3.64520 -1.40030
C -1.18198 -3.29062 -2.65199
H -1.19099 -4.04806 -1.85645
H -0.73941 -3.69860 -3.57493
H -2.20797 -2.94326 -2.84220
C 1.56236 -2.45329 -2.39950
H 2.27581 -1.61777 -2.37382
H 1.61584 -2.93450 -3.38308
H 1.81518 -3.17185 -1.60603
Mn 0.85746 -0.82515 2.81095
C 0.60178 1.89166 1.23616
C -0.73223 1.69518 1.14184
C -1.56924 0.79246 0.29882
C -1.84562 -0.73314 0.49005
C -0.66846 -1.62587 0.63333
C 0.69831 -1.33844 0.48349
C 1.26688 -0.09006 -0.16891
C 1.75950 1.03649 0.78378
C 0.49792 -2.49454 3.97244
H 0.94561 2.72174 1.86481
H -1.33456 2.29444 1.85219
H -1.18357 0.77182 -0.73151
H -2.54844 1.28934 0.19100
H -2.56184 -0.84392 1.31812
H -2.45528 -1.10493 -0.37944
H -0.87770 -2.69361 0.82816
H 1.34111 -2.25124 0.40368
H 0.50473 0.36991 -0.82705
H 2.06907 -0.36376 -0.87786
H 2.37692 0.52782 1.57920
H 2.50595 1.67840 0.24665
H 1.39702 -2.49918 4.62936
H 0.44434 -3.34157 3.26558
H -0.43541 -2.30088 4.53387
F -1.41860 -0.03087 5.00405
Te -0.19579 1.36484 5.41822
F -1.49614 1.97499 6.68127
F -1.08167 2.45038 4.13519
F 0.91466 2.80453 5.93350
F 0.56493 0.28652 6.74901
O 0.95928 0.71714 4.13469

68
Properties=species:S:1:pos:R:3 method="wB97M-V/def2-TZVPD" lumo_energy_ev=-1.20 orbital_gap_ev=6.854 total_charge=0
Ta -0.27271 -0.18121 -0.19874
C 0.59415 -3.21565 1.66108
O 1.11378 -1.93995 1.30312
C 1.87600 -1.27791 2.22975
C 2.28467 -1.77559 3.45203
C 3.05748 -0.96886 4.28258
C 3.42436 0.31128 3.89902
C 3.02259 0.80717 2.66570
C 2.24783 0.01316 1.84588
N 1.77211 0.36841 0.56226
N 2.58922 0.97428 -0.18782
C 2.39730 0.90031 -1.53926
C 1.83792 -0.28328 -2.08137
O 1.11078 -1.09921 -1.35958
C 2.13074 -0.62994 -3.42766
C 2.81461 0.23011 -4.22109
C 3.30897 1.47988 -3.73703
C 3.98981 2.37702 -4.58030
C 4.47718 3.56170 -4.09063
C 4.29797 3.88306 -2.73803
C 3.62998 3.02647 -1.89728
C 3.12593 1.81061 -2.38171
H 1.40441 -3.93506 1.78594
H -0.04249 -3.51937 0.83459
H 0.00761 -3.15391 2.57964
H 2.01011 -2.77201 3.76793
H 3.37155 -1.35387 5.24340
H 4.02102 0.92546 4.55913
H 3.29367 1.80036 2.33433
H 1.73326 -1.56535 -3.79634
H 2.98848 -0.01844 -5.26151
H 4.11720 2.11835 -5.62467
H 4.99396 4.25126 -4.74470
H 4.67779 4.82195 -2.35662
H 3.46853 3.28871 -0.86045
O -0.18777 3.11028 -2.47255
Se -1.19629 2.14712 -1.73269
O -2.73581 2.48423 -1.67789
O -0.91907 0.52102 -2.09227
O -0.62857 1.77045 -0.12699
Cl -6.23527 2.45991 3.16188
C -4.70330 1.71905 2.80674
C -4.58927 0.34073 2.81740
C -3.36057 -0.23719 2.53476
C -2.23766 0.53203 2.23231
C -0.91908 -0.11708 1.93596
C -2.38568 1.92086 2.24389
C -3.60472 2.51476 2.52621
H -5.45040 -0.27140 3.04953
H -3.27021 -1.31706 2.56118
H -0.98969 -1.16529 2.23595
H -0.14554 0.34289 2.55215
H -1.53420 2.54669 2.01445
H -3.70745 3.59129 2.52402
C -2.42579 -2.66948 -2.34775
C -2.70149 -2.14544 -0.94382
C -3.76376 -1.05811 -0.96884
C -3.06833 -3.27544 0.00625
O -1.46884 -1.58185 -0.47027
H -3.33600 -3.07761 -2.78899
H -1.66899 -3.45496 -2.31757
H -2.06790 -1.85080 -2.97257
H -3.90130 -0.63031 0.02485
H -3.47778 -0.26274 -1.65765
H -4.71614 -1.47565 -1.29953
H -3.98684 -3.76548 -0.31836
H -3.22360 -2.88757 1.01300
H -2.26848 -4.01778 0.02561

Values of max |F|, in order: 1.0 5.8 1.8 1.4 3.1 4.0 7.5 4.4 2.7 1.0, all in eV/A.